A structure of composition C25H39N6O5PdSSe in a non-equilibrium geometry. Source: OMol25; level of theory: wB97M-V/def2-TZVPD.

```
78
Properties=species:S:1:pos:R:3:forces:R:3
Pd -0.67700 1.81684 1.44241 -0.400 -0.038 -1.017
O -1.74849 5.07023 4.28251 0.046 -0.001 0.054
C -1.18386 4.13386 3.57551 -0.073 -0.019 0.020
O -1.78798 3.35902 2.84318 0.080 -0.270 0.120
C 0.31626 4.09171 3.77440 -0.077 -0.015 -0.050
O 0.94227 3.35284 2.73128 0.154 -0.061 -0.044
C 1.31583 4.20171 1.62340 -0.008 -0.082 0.019
C 0.01404 4.48029 0.91320 0.052 -0.207 -0.076
O -0.59949 5.50212 0.98430 -0.053 0.153 -0.243
O -0.49349 3.38628 0.28330 0.212 0.813 0.028
H -2.71380 5.09726 4.17189 -0.022 -0.066 -0.006
H 0.69528 5.11166 3.84255 0.063 -0.011 -0.054
H 0.53116 3.59100 4.71732 -0.028 0.059 0.064
H 1.77710 5.12806 1.95707 0.062 -0.048 0.111
H 2.00033 3.62659 1.00465 0.051 0.025 0.013
C 3.88573 -1.50032 -1.86282 0.021 0.017 0.082
C 4.20194 -1.58867 -0.36817 -0.088 -0.026 -0.088
C 3.30518 -0.73327 0.53104 0.008 -0.097 -0.151
C 1.94467 -1.33468 0.88073 0.125 0.172 -0.039
N 1.06955 -1.54629 -0.29292 0.048 0.118 0.018
C 0.52624 -0.57134 -1.07217 -0.013 -0.382 0.119
Se 0.51428 1.24560 -0.75502 0.150 0.057 0.363
N -0.04346 -1.15586 -2.15966 -0.176 0.137 0.052
C -0.65173 -0.43470 -3.29946 0.075 0.183 -0.022
C 0.41367 0.19617 -4.19479 0.037 -0.211 0.038
C 1.23346 -0.82541 -4.98249 -0.014 0.035 -0.154
C 0.45326 -1.46614 -6.12961 -0.024 -0.046 0.163
C 0.12375 -2.50328 -2.07264 0.070 -0.165 -0.006
C -0.26858 -3.54621 -2.93097 0.021 0.098 -0.020
C 0.07061 -4.80921 -2.54286 0.114 -0.117 0.174
C 0.78548 -5.06551 -1.33032 -0.098 -0.023 -0.206
C 1.17656 -4.06205 -0.49072 0.022 0.083 0.034
C 0.83254 -2.75488 -0.87800 -0.068 -0.110 -0.048
H 4.63124 -2.04624 -2.43891 -0.006 0.010 -0.018
H 3.90896 -0.46175 -2.20282 -0.001 -0.003 -0.007
H 2.91422 -1.92617 -2.12544 0.010 0.004 -0.010
H 5.23059 -1.25916 -0.22305 0.007 -0.011 0.033
H 4.17251 -2.63100 -0.03480 0.020 0.006 0.006
H 3.16219 0.24926 0.07116 0.030 0.027 0.074
H 3.79767 -0.56543 1.49098 0.008 0.018 0.002
H 1.41832 -0.69135 1.58381 -0.097 -0.036 0.009
H 2.07783 -2.30991 1.34336 -0.081 -0.007 0.028
H -1.32283 0.32013 -2.89170 -0.012 -0.029 0.055
H -1.24535 -1.15717 -3.85413 -0.039 -0.031 0.061
H 1.07324 0.81599 -3.57968 -0.019 0.056 0.011
H -0.10342 0.86882 -4.88223 0.020 0.014 -0.006
H 1.62987 -1.59825 -4.31360 0.015 0.031 0.009
H 2.10642 -0.31472 -5.39061 0.007 0.005 0.003
H -0.36652 -2.09853 -5.77613 -0.005 0.029 -0.019
H 1.10272 -2.09903 -6.73116 -0.007 0.010 -0.022
H 0.02053 -0.70528 -6.77943 0.042 -0.004 -0.040
H -0.80242 -3.36634 -3.85305 0.014 0.025 0.009
H -0.20378 -5.64605 -3.17097 0.005 -0.018 0.032
H 1.02525 -6.08940 -1.07664 -0.006 -0.004 -0.029
H 1.72394 -4.27320 0.41677 0.013 0.016 -0.009
C -2.60066 -3.13300 2.51000 0.000 0.080 -0.023
C -1.95801 -1.83210 2.84760 -0.026 -0.178 -0.061
C -1.74576 -1.21480 4.06315 0.053 0.034 0.137
C -1.08458 -0.01913 3.79678 0.033 -0.128 -0.187
N -0.89017 0.09814 2.46429 -0.141 -0.083 0.509
N -1.43542 -1.02009 1.91450 -0.054 0.031 -0.068
C -0.58182 0.98459 4.76697 -0.073 -0.031 0.009
H -2.81406 -3.68761 3.41958 0.015 -0.009 -0.001
H -1.95736 -3.74303 1.87504 0.021 -0.004 0.016
H -3.54331 -2.97215 1.98456 -0.002 0.006 0.010
H -2.02196 -1.59392 5.03302 0.035 -0.014 -0.009
H -1.44133 -1.15933 0.91854 0.034 -0.028 0.005
H -0.14067 0.48078 5.62555 -0.003 0.000 0.000
H -1.39704 1.60920 5.13389 0.005 0.021 0.003
H 0.18156 1.59876 4.30254 0.096 0.011 0.020
N -3.09379 3.83336 0.03364 -0.406 0.086 -0.110
C -3.55076 2.61319 -0.00376 0.132 0.148 0.042
N -4.83888 2.34506 -0.13940 0.055 -0.110 -0.025
S -2.49543 1.19301 0.07699 0.073 0.212 0.258
H -3.71509 4.62910 -0.02429 -0.050 -0.023 0.014
H -2.08926 4.00359 0.05850 0.010 -0.070 0.019
H -5.52036 3.08071 -0.26836 0.022 0.002 -0.074
H -5.17829 1.39703 -0.16719 -0.019 -0.015 0.094
```
Forces are in eV/Å.

**Calculated total energy**: -125373.1509 eV
**Orbital gap (alpha / beta)**: 5.4 / 5.7 eV
**Energy above the lowest of the compared OMol25 structures with the same formula, charge and spin**: 121.57 kJ/mol
**LUMO energy (alpha / beta)**: -11.798 / -11.497 eV
**Total charge**: +3